228
Properties=species:S:1:pos:R:3:forces:R:3:lowdin_charge:R:1 method="wB97M-V/def2-TZVPD" homo_lumo_gap_ev=6.9 lumo_energy_ev=-2.4 e_homo_ev=-9.303 charge=+1 energy_ha=-4204.15288
Ba -4.027 0.931 -2.589 1.406 -1.317 0.675 1.95
C -0.431 -0.376 0.704 0.674 -0.011 0.074 -0.05
C -0.370 -0.030 -0.770 -0.157 1.797 -0.353 -0.64
C 0.585 -0.893 -1.559 -0.459 -0.678 -0.372 -0.06
O -1.632 0.128 -1.341 -1.092 -0.487 -0.691 -0.42
H -0.852 -1.379 0.781 -0.330 0.019 0.354 0.06
H -0.929 0.365 1.329 -0.618 -0.144 -0.268 0.06
H 0.558 -0.397 1.163 0.397 -0.285 -0.184 0.06
H 0.106 0.934 -0.949 0.486 0.920 0.904 0.10
H 1.634 -0.888 -1.262 -0.079 0.087 0.519 0.07
H 0.585 -0.482 -2.568 -0.184 -0.380 -0.212 0.05
H 0.206 -1.915 -1.529 0.145 -0.368 -0.416 0.07
C -5.997 -0.553 3.614 0.511 -0.316 -0.373 -0.10
O -5.650 -0.308 2.266 -0.390 1.862 -1.640 -0.20
C -6.177 0.983 1.828 -0.923 -0.065 0.244 -0.19
C -5.772 1.428 0.418 0.494 -1.110 0.827 -0.23
N -4.322 1.376 0.257 0.808 0.550 -0.048 -0.16
C -3.454 2.064 1.271 -0.450 1.564 -1.539 -0.13
C -3.621 3.658 1.245 0.552 -2.410 0.460 -0.21
O -2.756 4.034 2.267 -0.082 2.404 0.645 -0.20
C -2.850 5.467 2.563 0.583 -1.125 0.833 -0.07
H -5.374 0.068 4.257 -0.263 0.198 0.312 0.09
H -5.710 -1.591 3.781 -0.301 0.027 0.208 0.09
H -7.066 -0.392 3.751 -0.005 -0.053 0.346 0.09
H -5.957 1.777 2.542 0.664 -0.029 0.223 0.12
H -7.266 0.989 1.844 -0.372 -0.523 0.081 0.12
H -6.246 2.351 0.086 0.413 0.719 0.857 0.11
H -6.255 0.795 -0.326 0.268 -0.881 -0.050 0.09
H -4.017 0.422 0.384 -0.158 -0.558 -0.286 0.07
H -2.424 1.848 0.988 -0.052 0.141 -0.463 0.08
H -3.482 1.624 2.267 -0.800 0.387 0.292 0.12
H -4.647 3.982 1.418 -0.290 -0.025 0.202 0.11
H -3.284 4.107 0.310 -0.035 -0.251 -0.495 0.11
H -2.467 6.143 1.798 -0.151 -0.326 -0.504 0.08
H -2.210 5.623 3.432 0.007 -0.094 -0.009 0.09
H -3.857 5.749 2.871 -0.201 -0.111 -0.262 0.08
C -2.448 -3.631 3.042 1.340 -0.312 0.143 -0.10
O -1.834 -2.772 3.977 -0.167 1.244 0.495 -0.19
C -2.636 -1.665 4.395 0.254 0.204 0.580 -0.20
C -2.000 -0.818 5.522 0.229 -0.958 -0.709 -0.21
N -1.957 -1.566 6.774 1.015 0.145 0.035 -0.05
C -1.135 -0.794 7.712 -0.052 -0.233 0.029 -0.23
C -0.686 -1.602 8.926 -1.339 -0.159 -0.035 -0.22
O 0.398 -2.500 8.709 0.153 0.920 -1.389 -0.20
C 0.857 -3.256 9.807 -1.043 0.787 0.536 -0.10
H -3.451 -3.952 3.323 -0.056 -0.007 0.087 0.09
H -1.726 -4.448 3.034 -0.522 -0.553 -0.084 0.09
H -2.409 -3.262 2.017 -0.370 0.541 -0.130 0.07
H -3.556 -2.077 4.808 -0.355 0.086 -0.048 0.11
H -2.863 -0.985 3.573 -0.069 -0.084 -0.431 0.11
H -2.513 0.139 5.621 -0.656 -0.182 0.220 0.12
H -0.992 -0.479 5.282 0.337 -0.180 -0.594 0.09
H -1.333 -2.343 6.610 -0.315 -0.810 -0.527 0.10
H -1.814 0.007 8.004 0.482 0.337 0.589 0.12
H -0.248 -0.382 7.232 0.187 0.320 -0.204 0.11
H -1.597 -2.159 9.144 -0.042 -0.459 0.587 0.12
H -0.588 -0.847 9.705 0.851 -0.312 0.505 0.12
H 0.027 -3.870 10.158 0.080 -0.359 0.213 0.09
H 1.109 -2.551 10.598 0.294 -0.167 0.335 0.09
H 1.718 -3.876 9.559 -0.160 0.227 -0.354 0.09
C 0.768 -2.493 -10.694 -0.476 0.803 0.253 -0.09
O -0.387 -2.998 -10.051 0.321 -0.760 0.942 -0.19
C -1.419 -2.118 -9.726 0.014 1.737 0.002 -0.21
C -1.065 -1.011 -8.667 -0.161 -1.735 -0.262 -0.19
N -0.561 -1.636 -7.437 0.373 0.111 -0.619 -0.04
C 0.269 -0.704 -6.727 0.258 0.468 2.232 -0.22
C 0.657 -1.199 -5.304 -0.215 0.177 -1.056 -0.21
O 1.538 -2.302 -5.486 -0.528 -0.158 0.519 -0.16
C 1.909 -2.999 -4.299 0.450 0.701 0.304 -0.08
H 1.418 -3.347 -10.880 -0.248 0.217 -0.501 0.10
H 1.348 -1.755 -10.140 0.033 -0.134 0.874 0.08
H 0.451 -1.871 -11.531 0.120 -0.574 -0.843 0.09
H -2.305 -2.680 -9.435 0.303 -0.292 0.209 0.12
H -1.692 -1.567 -10.626 -0.234 0.176 -0.334 0.11
H -1.956 -0.442 -8.401 -0.223 -0.016 -0.239 0.09
H -0.385 -0.300 -9.138 0.429 0.088 0.090 0.11
H 0.056 -2.397 -7.679 -0.172 -0.475 -0.265 0.11
H -0.300 0.213 -6.572 0.087 0.242 -0.125 0.09
H 1.205 -0.443 -7.222 0.099 0.101 -0.395 0.12
H -0.258 -1.353 -4.732 -0.270 -1.145 -0.040 0.09
H 1.082 -0.407 -4.687 0.854 0.307 -0.337 0.10
H 2.885 -3.466 -4.431 -0.145 -0.112 -0.429 0.09
H 1.203 -3.752 -3.949 -0.346 -0.027 -0.321 0.08
H 2.059 -2.292 -3.484 -0.123 0.164 0.151 0.07
C 9.545 3.168 3.932 0.084 -1.360 1.512 -0.10
O 8.746 1.948 3.924 -0.203 0.949 0.131 -0.22
C 8.063 1.553 5.172 0.876 -0.438 -1.492 -0.18
C 7.285 0.283 4.807 -0.427 1.493 -0.822 -0.19
N 6.091 0.659 3.990 0.458 -0.437 0.061 -0.04
C 5.423 -0.517 3.489 -0.870 -1.010 -0.031 -0.21
C 4.352 -0.226 2.403 0.132 -0.184 1.219 -0.23
O 4.896 0.386 1.290 1.045 1.328 -1.388 -0.18
C 3.977 0.557 0.227 0.376 0.053 0.099 -0.09
H 10.173 3.242 3.045 -0.637 -0.161 -0.270 0.08
H 10.258 3.082 4.752 0.280 -0.084 0.246 0.07
H 9.024 4.097 4.169 -0.599 -0.077 -0.495 0.08
H 7.427 2.364 5.525 0.021 -0.048 0.153 0.12
H 8.831 1.239 5.879 0.083 0.440 0.382 0.11
H 6.987 -0.287 5.688 -0.349 0.281 0.169 0.11
H 8.001 -0.365 4.303 -0.032 -0.159 -0.433 0.11
H 6.331 1.158 3.145 0.827 0.500 0.199 0.10
H 4.970 -1.005 4.352 -0.617 0.041 -0.145 0.09
H 6.098 -1.301 3.144 0.486 0.054 -0.569 0.10
H 3.606 0.437 2.840 -0.426 -0.002 0.189 0.12
H 3.888 -1.127 2.002 -0.289 -0.565 0.731 0.11
H 3.436 -0.382 0.111 -0.258 -0.021 -0.360 0.07
H 4.490 0.848 -0.690 0.506 -0.554 0.062 0.09
H 3.285 1.394 0.320 -0.385 0.021 0.827 0.08
C -5.037 -2.183 -0.436 0.218 -0.241 -0.555 -0.06
O -4.502 -1.825 -1.730 -0.586 1.876 0.595 -0.33
C -3.568 -2.728 -2.270 -0.871 -1.044 -0.931 -0.21
C -3.013 -2.310 -3.679 0.237 0.085 1.131 -0.17
N -3.847 -1.379 -4.476 -0.015 0.021 0.425 -0.13
C -3.106 -0.852 -5.640 -0.387 0.352 0.341 -0.19
C -3.855 0.303 -6.322 -0.741 0.011 0.623 -0.17
O -4.082 1.389 -5.398 0.539 0.262 -0.079 -0.36
C -4.599 2.548 -6.056 0.402 -0.269 -0.121 -0.08
H -5.518 -3.157 -0.519 0.359 -0.323 0.206 0.10
H -5.832 -1.522 -0.092 0.129 0.455 -0.591 0.07
H -4.268 -2.126 0.335 0.182 -0.390 -0.043 0.09
H -4.131 -3.654 -2.383 0.215 -0.408 -0.045 0.10
H -2.743 -2.945 -1.592 0.093 0.284 0.011 0.11
H -2.819 -3.218 -4.250 -0.005 -0.198 0.051 0.11
H -2.031 -1.897 -3.446 -0.036 0.589 -0.386 0.09
H -4.540 -1.977 -4.903 -0.676 0.100 0.299 0.12
H -2.967 -1.689 -6.324 0.541 0.384 -0.425 0.12
H -2.153 -0.503 -5.241 0.175 -0.004 -0.421 0.09
H -4.867 0.018 -6.612 -0.088 -0.568 -0.293 0.13
H -3.382 0.695 -7.223 0.443 -0.141 0.093 0.11
H -4.682 3.344 -5.316 -0.529 -0.226 0.064 0.08
H -5.507 2.281 -6.596 -0.429 0.261 0.364 0.10
H -3.938 2.955 -6.821 0.509 -0.279 -0.069 0.10
C 1.612 -1.911 4.147 0.333 0.255 -0.183 -0.09
O 2.852 -2.014 4.785 0.372 0.297 0.182 -0.20
C 2.829 -2.930 5.848 1.584 -0.396 0.408 -0.21
C 4.259 -3.068 6.421 -0.070 -1.389 -0.346 -0.19
N 5.241 -3.745 5.532 -1.440 0.733 1.303 -0.05
C 6.543 -3.789 6.174 0.255 -0.677 -2.265 -0.21
C 7.532 -4.233 5.085 0.984 0.498 0.370 -0.20
O 7.739 -3.219 4.043 0.210 -1.603 0.573 -0.20
C 8.854 -3.628 3.238 -0.107 0.423 -0.270 -0.11
H 1.350 -2.864 3.688 -0.440 -0.179 0.148 0.08
H 1.726 -1.187 3.340 -0.102 0.117 0.074 0.07
H 0.877 -1.558 4.871 -0.425 -0.172 -0.182 0.07
H 2.482 -3.891 5.469 0.055 -0.361 0.011 0.12
H 2.179 -2.665 6.683 -0.342 0.483 -0.058 0.11
H 4.214 -3.730 7.286 -0.457 -0.296 0.186 0.11
H 4.649 -2.171 6.900 -0.065 0.762 -0.568 0.11
H 5.204 -3.402 4.583 0.496 0.379 0.120 0.10
H 6.544 -4.552 6.952 -0.072 -0.164 0.065 0.12
H 6.870 -2.866 6.654 0.011 0.429 -0.145 0.11
H 7.303 -5.211 4.663 -0.896 0.145 -0.459 0.12
H 8.478 -4.500 5.555 0.519 0.652 0.226 0.11
H 9.800 -3.351 3.702 0.058 -0.170 0.304 0.09
H 8.858 -3.143 2.262 -0.473 0.427 0.150 0.08
H 8.855 -4.689 2.987 -0.150 -0.252 0.398 0.08
C -4.987 -7.916 -4.605 0.448 -1.442 2.103 -0.08
O -3.770 -7.596 -3.889 -0.319 0.863 -1.334 -0.19
C -3.280 -6.320 -4.253 0.422 0.021 -0.223 -0.26
C -2.124 -5.960 -3.370 -0.292 -1.249 -0.570 -0.24
N -2.605 -5.931 -2.023 0.860 1.456 0.322 -0.05
C -1.592 -6.107 -0.989 -1.723 -1.895 0.108 -0.20
C -0.581 -5.039 -0.759 -0.642 0.124 -0.491 -0.25
O 0.023 -5.370 0.446 0.381 0.054 0.439 -0.16
C 0.922 -4.404 0.910 -0.073 0.946 0.218 -0.11
H -5.802 -7.609 -3.949 -0.382 0.507 -0.490 0.08
H -4.974 -9.000 -4.484 -0.350 -0.140 -0.634 0.09
H -5.111 -7.640 -5.651 0.480 0.350 0.149 0.09
H -4.043 -5.549 -4.140 -0.428 0.086 -0.115 0.11
H -2.885 -6.315 -5.269 -0.350 -0.096 -0.406 0.13
H -1.668 -5.073 -3.809 -0.001 0.526 0.637 0.11
H -1.394 -6.755 -3.523 0.456 -0.269 0.082 0.13
H -3.331 -6.623 -1.902 0.129 -0.083 -0.127 0.11
H -1.101 -7.076 -1.073 0.599 -0.174 -0.502 0.12
H -2.229 -6.325 -0.131 0.416 0.743 0.753 0.13
H -1.094 -4.077 -0.765 -0.009 0.460 0.468 0.10
H 0.131 -4.984 -1.582 0.381 -0.115 -0.182 0.12
H 1.221 -4.648 1.930 0.202 -0.238 -0.255 0.09
H 0.464 -3.416 0.950 -0.523 0.209 0.200 0.06
H 1.767 -4.206 0.250 0.415 -0.657 -0.106 0.09
C -5.424 4.433 -2.455 -0.839 -0.494 0.715 -0.08
O -4.281 3.585 -2.523 -0.626 0.871 0.107 -0.39
C -3.189 4.372 -2.882 2.923 -0.008 -0.255 -0.25
C -1.825 3.685 -2.638 -0.398 -1.084 0.123 -0.15
N -1.730 2.353 -3.343 0.057 2.535 -0.467 -0.15
C -1.152 2.520 -4.696 -1.378 -1.007 -0.180 -0.19
C 0.344 2.662 -4.748 0.702 0.297 -1.313 -0.18
O 0.782 2.487 -6.110 -1.196 0.061 0.090 -0.20
C 2.164 2.602 -6.276 0.816 -1.344 0.723 -0.12
H -5.394 5.142 -1.627 0.533 0.040 0.158 0.10
H -6.259 3.776 -2.211 -0.238 0.078 -0.416 0.09
H -5.596 5.022 -3.356 0.051 -0.324 -0.272 0.10
H -3.121 5.309 -2.329 -0.471 0.137 0.183 0.13
H -3.193 4.619 -3.943 -0.457 0.103 -0.262 0.12
H -1.616 3.527 -1.579 -0.372 -0.136 0.191 0.12
H -1.050 4.388 -2.942 0.052 0.046 -0.319 0.12
H -1.170 1.705 -2.807 0.168 -0.383 0.514 0.05
H -1.655 3.284 -5.289 0.060 0.715 0.514 0.12
H -1.569 1.669 -5.234 0.946 -0.545 -0.262 0.09
H 0.827 1.957 -4.071 0.150 -0.248 0.055 0.12
H 0.668 3.671 -4.495 -0.096 0.154 0.577 0.12
H 2.503 2.481 -7.304 -0.657 0.842 -0.246 0.09
H 2.618 1.705 -5.855 0.298 -0.171 0.606 0.08
H 2.589 3.449 -5.738 0.014 0.342 -0.358 0.09
C 2.208 12.007 2.404 -0.008 -0.992 1.361 -0.12
O 2.353 10.631 2.045 -0.584 0.550 -0.793 -0.21
C 1.772 10.355 0.728 0.236 1.262 2.096 -0.20
C 2.161 8.977 0.385 0.293 -1.671 -2.042 -0.25
N 1.375 7.969 1.040 -1.763 0.131 1.501 -0.08
C 1.796 6.585 0.891 0.451 0.418 -0.482 -0.20
C 0.866 5.497 1.449 1.014 0.279 -0.090 -0.20
O 1.346 4.253 0.954 -0.008 0.237 0.097 -0.19
C 0.611 3.163 1.466 0.358 -0.391 -0.456 -0.10
H 1.175 12.353 2.408 -0.173 0.185 -1.152 0.08
H 2.962 12.626 1.916 -0.397 0.220 -0.253 0.09
H 2.349 12.060 3.484 0.761 -0.142 0.088 0.08
H 2.088 11.146 0.049 0.375 -0.286 -0.359 0.12
H 0.693 10.471 0.839 -0.259 -0.263 -0.170 0.12
H 3.216 8.758 0.549 0.469 0.566 0.028 0.13
H 1.973 8.798 -0.674 0.223 0.323 -0.396 0.12
H 1.510 8.202 2.013 -0.489 -0.145 0.493 0.11
H 2.736 6.544 1.441 0.454 -0.844 -0.266 0.12
H 1.976 6.380 -0.165 0.093 -0.028 -0.083 0.12
H -0.191 5.592 1.201 -0.101 0.383 -0.023 0.11
H 1.040 5.558 2.524 -0.607 -0.328 0.410 0.12
H -0.401 3.150 1.060 -0.372 0.241 0.311 0.07
H 0.634 3.131 2.555 -0.269 0.123 0.135 0.10
H 1.061 2.239 1.102 0.277 0.087 -0.015 0.06